{
  "formula": "C51H112F9N6O3PS",
  "method": "ωB97M-V/def2-TZVPD",
  "total_charge": 4,
  "orbital_gap_ev": 7.5,
  "e_lumo_ev": -7.468,
  "total_energy_ev": -114337.691,
  "relative_energy_kcal_mol": 76.3,
  "symbols": ["S", "P", "F", "F", "F", "F", "F", "F", "F", "F", "F", "O", "O", "O", "N", "N", "N", "N", "N", "N", "C", "C", "C", "C", "C", "C", "C", "C", "C", "C", "C", "C", "C", "C", "C", "C", "C", "C", "C", "C", "C", "C", "C", "C", "C", "C", "C", "C", "C", "C", "C", "C", "C", "C", "C", "C", "C", "C", "C", "C", "C", "C", "C", "C", "C", "C", "C", "C", "C", "C", "C", "H", "H", "H", "H", "H", "H", "H", "H", "H", "H", "H", "H", "H", "H", "H", "H", "H", "H", "H", "H", "H", "H", "H", "H", "H", "H", "H", "H", "H", "H", "H", "H", "H", "H", "H", "H", "H", "H", "H", "H", "H", "H", "H", "H", "H", "H", "H", "H", "H", "H", "H", "H", "H", "H", "H", "H", "H", "H", "H", "H", "H", "H", "H", "H", "H", "H", "H", "H", "H", "H", "H", "H", "H", "H", "H", "H", "H", "H", "H", "H", "H", "H", "H", "H", "H", "H", "H", "H", "H", "H", "H", "H", "H", "H", "H", "H", "H", "H", "H", "H", "H", "H", "H", "H", "H", "H", "H", "H", "H", "H", "H", "H"],
  "positions_angstrom": [[-1.2332, 2.0518, 5.9147], [0.1902, -0.4100, 0.0927], [1.1812, 0.7844, 5.8963], [0.5727, -0.6273, 1.6664], [0.3784, 1.1630, 3.9560], [-0.0841, -0.1671, -1.4792], [0.3764, 1.1841, 0.3950], [0.0765, -2.0592, -0.1576], [1.6979, -0.5647, -0.4138], [-0.4099, -0.4213, 5.1574], [-1.3611, -0.2726, 0.4930], [-1.6695, 1.3178, 7.0521], [-2.2566, 2.2630, 4.9146], [-0.6024, 3.3386, 6.2974], [-3.9175, -2.5477, -3.3742], [5.4170, 3.3842, 0.4847], [3.8597, -3.3633, 2.1864], [1.4732, -0.2322, -4.9396], [-2.3673, 4.2866, 1.4209], [-4.2776, -1.5709, 4.4409], [3.0938, -1.6015, 3.7094], [-3.1343, -2.9787, -4.6627], [4.7358, -4.6023, 2.4407], [-2.9507, -4.2637, -1.6284], [-1.0227, 4.2070, 2.1705], [9.2115, 2.7851, 1.3603], [-4.1749, -3.7715, -2.4558], [4.7792, -2.1602, 2.1949], [-1.8070, 3.6280, -1.0871], [-5.4974, -2.5766, 4.1825], [-5.9699, 2.1022, 4.0602], [-4.6446, -0.1173, 3.8891], [1.6139, 0.3947, -6.3379], [-5.8133, 0.6621, 4.5410], [3.3031, 2.4916, -0.3488], [-0.0015, -0.6989, -4.6758], [-3.1802, -1.4587, -2.6100], [0.8158, 1.7041, -6.3602], [1.9119, -2.6677, -5.7304], [-2.3052, 4.7357, -0.0896], [-5.1776, -1.8859, -3.9570], [-5.5235, -2.7282, -5.1957], [-1.5807, 4.1734, -2.5333], [-5.7341, -2.8177, 2.6412], [3.0821, -3.4281, 0.8203], [-3.2471, -5.5407, -0.7932], [3.7323, 1.6735, 0.8562], [-0.9249, 5.2952, 3.2525], [-3.1754, -2.3717, 2.2193], [3.8212, -0.9914, 2.5513], [1.1976, 2.7092, -5.2549], [4.9588, 2.3089, 1.4757], [-3.9242, -1.6100, 5.9583], [7.8371, 3.5133, 1.3780], [-1.9833, 6.3216, 2.8092], [2.9530, -3.7745, -5.8106], [3.0370, -3.9033, -1.6317], [4.6894, 3.0527, -0.8191], [2.0134, 0.7478, -3.8321], [-2.9889, -2.0791, 3.7503], [0.0591, 0.8145, 5.1597], [2.9224, -3.0940, 3.3447], [1.2772, 2.1028, -3.7866], [-4.4478, -3.2706, 1.9232], [-3.2650, 3.0884, 1.4689], [2.3971, -1.4648, -4.8716], [-4.2006, -3.1822, -5.7913], [-3.0602, 5.4134, 2.2482], [5.0995, 4.8361, 0.9841], [6.9416, 3.2187, 0.2109], [3.9049, -3.3736, -0.4980], [4.0146, -2.3063, -0.6899], [4.0645, 0.7323, 0.4180], [-4.2404, -4.2662, -5.8984], [-0.9687, 3.1710, 2.5048], [-2.4309, 2.7357, -1.1374], [2.8768, 1.4060, 1.4765], [5.3288, 2.3923, -1.4047], [0.1380, -1.2629, -3.7535], [1.2360, -0.3655, -7.0217], [8.9475, 1.7283, 1.3212], [3.9076, -3.2907, -6.0170], [-2.5591, -5.7648, 0.0221], [-1.5246, 5.4946, -0.0371], [-0.3798, -1.3075, -5.4972], [4.4603, 3.9713, -1.3594], [2.1405, -1.0926, 3.8517], [0.0486, 5.7823, 3.3087], [-4.7630, -0.1444, 2.8059], [-2.7624, -3.6328, -0.7597], [-6.0760, -3.6241, -4.9123], [5.3409, -1.9268, 1.2904], [5.1725, -4.3775, 3.4137], [7.2686, 3.9089, -0.5667], [-0.5417, 0.2396, -4.5514], [2.7306, -4.4177, -6.6620], [-3.5589, -1.3846, -1.5905], [-6.6946, 0.0294, 4.4362], [9.7417, 2.8117, 2.3123], [-5.1405, 2.8095, 4.0595], [-0.2671, 1.5804, -6.3726], [1.6793, -2.4357, -6.7697], [-4.8582, -1.3639, 6.4635], [4.4421, -0.1349, 2.8137], [-3.8924, 5.8556, 1.7004], [-2.3289, -2.2848, -4.9033], [4.9400, 2.7859, 2.4556], [-2.5208, -3.8587, -4.4697], [-3.2724, -0.7408, 6.0467], [-5.2999, -3.5132, 4.7040], [-0.7700, 3.3396, -0.9152], [0.3767, 3.4263, -5.2626], [-4.2143, -4.2943, 2.2157], [-5.9638, -1.9357, -3.2037], [1.7571, 2.8810, -3.1932], [-1.1711, 3.4245, -3.2112], [-4.0361, -2.6970, -6.7534], [3.1678, -0.7076, 1.7262], [3.3916, -1.1248, -5.1604], [2.4864, 3.1907, -0.1693], [-2.5920, 4.3959, -2.8738], [2.8462, -4.9654, -1.7854], [-3.5041, -2.5844, 6.2076], [2.5641, -4.3868, 0.8415], [2.9125, 1.8665, -1.1518], [-3.2718, -6.3940, -1.4709], [-2.1840, -1.9006, -2.6291], [4.1125, -5.4944, 2.3789], [3.1818, -3.6814, 4.2255], [5.4515, -2.1706, 3.0527], [-4.9238, -0.8806, -4.2933], [3.0681, 0.7761, -4.1059], [-1.1186, 4.7766, 4.1915], [7.8681, 4.5957, 1.2534], [-4.6699, -4.5159, -3.0794], [7.3579, 3.2675, 2.3257], [-2.1774, 6.9962, 3.6430], [-2.2876, -2.8884, 1.8548], [-3.2922, 5.0911, -0.3857], [-3.3843, -0.5426, -3.1642], [4.0293, 5.0362, 0.9330], [-6.4588, -3.6147, 2.4748], [-6.1355, -2.1333, -5.8738], [-0.9937, 5.0863, -2.6334], [-5.6878, 0.6898, 5.6234], [7.1091, 2.2319, -0.2207], [-2.7650, -2.9722, 4.3337], [-4.2545, 3.2292, 1.0341], [5.5183, -4.5966, 1.6820], [1.8867, -3.2111, 3.0256], [2.1408, 3.2397, -5.3856], [-2.0763, -4.3805, -2.2686], [0.3244, 2.0151, -3.2645], [-2.2164, -1.3218, 3.8839], [-6.0959, -1.8638, 2.2576], [5.4294, 4.8532, 2.0229], [2.6419, 0.6405, -6.6042], [-6.2780, -2.0577, 4.7389], [5.6811, 1.4979, 1.5694], [-4.2961, -5.4705, -0.5057], [-0.2713, 4.2361, 1.3813], [-4.9266, -3.4855, -1.7201], [3.7173, -1.4041, 4.5814], [2.2000, -2.7879, 0.8330], [2.1128, -3.3263, -1.6636], [-3.2060, -1.4486, 1.6405], [-4.5755, -3.3090, 0.8414], [-3.2790, 2.8922, 2.5410], [-6.2589, 1.9641, 3.0183], [-1.6935, 7.0462, 2.0482], [-3.7466, 0.4780, 4.0541], [-3.5711, 4.9262, 3.0787], [9.9962, 3.2148, 0.7376], [1.9776, 0.3074, -2.8356], [5.6033, 5.5900, 0.3792], [2.5047, -1.8057, -3.8419], [-6.8140, 2.6261, 4.5087], [1.0029, -3.1512, -5.3726], [3.0354, -4.3195, -4.8702], [-2.7546, 2.1839, 1.1379], [4.8829, -3.8484, -0.4193], [3.4988, -3.6543, -2.5872], [0.9844, 2.2716, -7.2754]],
  "atomic_forces_ev_per_a": [[1.04, 2.87, 2.00], [0.04, -0.38, 1.09], [0.00, 0.13, -0.03], [0.19, -0.76, -0.85], [0.60, 0.36, -2.32], [-1.58, 0.49, -0.48], [0.15, -0.13, -0.90], [-0.67, 0.98, 0.53], [1.94, 0.26, 0.92], [-0.60, -0.96, -0.34], [0.03, -0.44, -0.63], [-0.38, -1.52, 0.61], [-0.41, -0.65, -1.90], [0.20, -2.13, -1.53], [0.12, 0.50, -0.48], [1.20, 0.29, -0.90], [0.94, 0.13, -1.20], [0.36, -0.70, 0.43], [-1.69, 1.83, -0.91], [-0.54, -0.72, -0.84], [-0.36, 0.71, 0.17], [-0.04, 0.24, -0.14], [-0.67, 1.20, -0.46], [-0.26, -0.25, 0.58], [0.53, -1.42, -1.31], [-0.54, 0.35, 0.92], [-0.05, 0.31, 0.38], [-0.95, 1.99, 0.21], [1.45, 0.89, -0.39], [1.24, 0.86, -0.62], [-0.84, -0.44, -1.51], [0.79, 0.28, 0.93], [-1.14, 0.70, 0.56], [0.73, -1.12, 1.49], [1.23, -0.39, -0.72], [2.17, 1.15, 0.25], [-0.04, -1.58, -0.54], [0.36, 0.69, -0.05], [-0.08, -0.07, -0.21], [1.67, -1.24, 0.55], [-0.26, -1.80, -0.49], [-0.42, 0.09, 0.73], [-1.97, 0.26, 0.31], [0.84, 0.52, 1.08], [0.06, -1.61, 0.54], [-1.02, -0.60, -2.17], [-1.12, -0.70, -0.59], [-0.12, -0.24, -1.10], [-1.12, -0.57, 0.84], [0.91, -0.63, -0.94], [-0.87, -0.72, 1.60], [0.23, 0.45, 0.32], [-1.17, 1.61, -1.76], [0.34, 0.62, 0.51], [0.31, -0.10, -0.09], [0.55, 0.66, 0.05], [0.12, 0.48, -1.22], [-1.78, 1.34, 0.84], [-0.40, 0.17, -0.27], [-1.25, 0.16, -1.04], [-0.68, 1.78, 2.71], [-0.39, 1.15, 0.54], [0.10, 0.01, -1.78], [1.17, 0.81, 0.64], [1.40, -0.74, 1.98], [-0.79, -0.58, -0.67], [0.50, -0.60, 0.95], [-1.13, 0.04, 0.60], [0.13, -1.34, 0.03], [-0.09, -0.34, -0.62], [-0.90, 0.55, 1.13], [0.52, 0.04, -0.20], [0.01, -0.16, 0.16], [-0.08, 0.15, -0.69], [-0.02, 0.15, 0.58], [-0.04, 0.16, 0.18], [0.27, 0.36, 0.37], [-0.37, -0.14, 0.14], [-0.67, 0.07, 0.04], [0.04, 0.25, -0.07], [0.62, -0.19, -0.96], [0.27, -0.31, -0.04], [-0.16, 0.43, -0.08], [-0.47, 0.45, -0.47], [0.30, 0.23, 0.01], [0.76, 0.09, -0.13], [-0.05, -0.28, 0.23], [0.11, -0.39, -0.10], [-0.16, -0.61, 0.05], [0.36, 1.18, -0.78], [-0.32, 0.25, 0.06], [-0.12, -0.90, -0.16], [-0.01, -0.66, -0.04], [-0.70, 0.10, -0.31], [-0.31, -0.44, 0.17], [0.02, -0.22, 0.34], [0.01, -0.06, -0.12], [-0.53, 0.61, -0.42], [-0.55, 0.49, 0.48], [0.44, -0.64, 0.50], [-0.01, -0.42, 0.24], [0.09, 0.64, 0.04], [0.19, -0.36, 0.31], [-0.21, 0.07, 0.16], [0.41, 0.18, -0.47], [-0.60, 0.82, 0.16], [-0.65, -0.09, -0.07], [-0.64, -0.39, 0.36], [0.46, -0.33, 0.61], [0.38, 0.10, 0.03], [-0.15, -0.47, 1.30], [0.31, 0.39, 0.05], [-0.01, -0.08, 0.16], [0.12, 0.44, 0.00], [0.64, -0.44, 0.17], [-0.02, -0.09, 0.27], [0.60, -0.08, 0.26], [0.02, -0.26, 0.05], [-0.09, 0.00, -0.34], [0.54, 0.55, 0.21], [0.10, 0.29, -0.67], [-0.03, -0.10, 0.94], [-0.10, 0.32, 0.02], [0.36, -0.46, 0.29], [-0.01, -0.26, 0.15], [0.26, -0.29, 0.12], [0.37, 1.16, 0.49], [0.20, 0.08, 0.27], [-0.14, -0.45, -0.46], [0.17, -0.78, -0.15], [0.02, -0.04, 0.44], [0.02, 0.59, -0.05], [-0.28, 0.53, 0.30], [0.81, 0.19, 1.09], [0.43, -0.23, -0.09], [-0.10, 0.08, 0.07], [-0.98, -0.47, 0.14], [0.11, -0.05, 0.17], [0.15, 0.19, 0.27], [0.80, -0.03, 0.23], [0.00, -0.40, 0.01], [-0.34, 0.33, 0.33], [0.02, -0.19, -0.01], [0.08, -0.06, 0.39], [0.41, -0.09, 0.15], [-0.45, -0.30, 0.26], [0.29, -0.08, -0.38], [0.31, 0.32, -0.01], [-0.10, -0.20, 0.08], [0.21, -0.60, -0.01], [-0.05, -0.15, -0.56], [0.17, 0.05, 0.24], [-0.22, -0.44, -0.39], [-0.09, -0.06, 0.24], [-0.20, -0.20, -0.36], [0.01, 0.28, -0.18], [0.22, -0.43, 0.54], [-0.39, -0.31, -0.48], [0.56, 0.53, -0.23], [0.12, -0.01, 0.79], [0.13, 0.41, 0.00], [-0.16, 0.40, -0.16], [-0.24, -0.52, 0.28], [0.61, 0.85, 0.11], [-0.34, -0.26, 0.27], [-0.15, 0.13, 0.20], [-0.28, 0.10, -0.05], [-0.82, -0.10, 0.17], [-0.09, 0.53, -0.43], [0.69, -0.33, -0.31], [0.32, -0.13, 0.21], [0.29, -0.38, 0.08], [-0.53, -0.56, -0.88], [-0.36, -0.65, -0.26], [0.24, -0.38, -0.05], [-0.38, 0.27, 0.21], [0.03, -0.33, 0.30], [-0.18, 0.42, 0.48], [0.01, -0.20, -0.20], [0.07, 0.27, -0.79], [-0.11, -0.06, -0.01], [0.39, 0.21, -0.03], [0.26, -0.48, -0.35]]
}